# 1
{"formula": "C2H6O3S2", "method": "wB97M-V/def2-TZVPD", "species": ["C", "C", "O", "O", "O", "S", "S", "H", "H", "H", "H", "H", "H"], "coordinates": [[2.265, 0.891, 0.391], [-2.635, -1.113, -0.393], [1.784, -1.646, -0.209], [-0.793, 1.550, -0.866], [-0.492, 0.540, 1.352], [1.568, -0.324, -0.779], [-0.590, 0.356, -0.080], [3.332, 0.708, 0.477], [1.787, 0.784, 1.360], [2.081, 1.881, -0.018], [-3.386, -0.349, -0.394], [-2.393, -1.572, -1.332], [-2.528, -1.707, 0.492]], "forces_ev_per_angstrom": [[-0.2, -0.2, -0.3], [1.7, 0.8, 0.1], [0.2, -0.8, 0.2], [-0.1, 0.0, -0.4], [-0.1, -0.4, 0.0], [-0.1, 0.8, 0.3], [-1.5, -0.1, 0.3], [0.1, -0.1, -0.2], [-0.1, -0.1, 0.0], [0.0, 0.1, 0.0], [-0.1, 0.4, 0.0], [0.0, -0.1, -0.3], [0.1, -0.2, 0.3]], "relative_energy_kcal_mol": 70.96, "gap_ev": [7.541, 6.979], "lumo_energy_ev": [-1.40, -2.02]}

---

# 2
{"formula": "C2H6O4S2", "method": "wB97M-V/def2-TZVPD", "species": ["C", "C", "O", "O", "O", "O", "S", "S", "H", "H", "H", "H", "H", "H"], "coordinates": [[1.150, -0.538, -0.652], [0.004, 0.003, 0.241], [-0.916, -2.381, 0.651], [-2.522, -0.489, 0.978], [-2.494, 1.684, -0.534], [-1.822, -0.963, -1.243], [-3.304, 0.560, -0.145], [-1.349, -1.156, 0.099], [0.725, -0.710, -1.574], [2.096, -0.057, -0.513], [1.467, -1.491, -0.360], [-0.254, 0.925, 0.003], [0.235, 0.119, 1.237], [-4.007, 1.065, 0.892]], "forces_ev_per_angstrom": [[-0.5, 0.3, 2.5], [1.5, -4.2, -0.4], [-0.6, -0.7, 0.2], [0.4, 0.1, -0.1], [0.9, 0.7, -0.1], [0.1, -1.4, -0.6], [-2.0, 0.0, -0.2], [1.5, 1.9, -0.3], [-0.1, 0.4, -2.6], [0.1, 1.3, -0.7], [-0.1, -1.9, 0.9], [-1.8, 4.0, -1.9], [0.8, -0.5, 2.5], [-0.2, -0.1, 0.6]], "relative_energy_kcal_mol": 56.77, "gap_ev": 10.897, "lumo_energy_ev": 0.50}

---

# 3
{"formula": "C2H6O4S2", "method": "wB97M-V/def2-TZVPD", "species": ["C", "C", "O", "O", "O", "O", "S", "S", "H", "H", "H", "H", "H", "H"], "coordinates": [[-0.494, -1.406, 1.568], [-0.008, -0.565, 0.454], [-0.759, 0.869, -1.812], [-2.039, -1.144, -1.269], [-2.858, -0.272, 1.005], [-2.226, 0.665, 0.143], [-4.391, -0.575, 0.675], [-1.223, -0.062, -0.835], [-1.137, -0.780, 2.174], [-1.058, -2.222, 1.203], [0.335, -1.684, 2.154], [0.760, -1.075, -0.152], [0.227, 0.388, 0.822], [-4.383, -1.863, 0.165]], "forces_ev_per_angstrom": [[-1.2, 1.0, 0.1], [0.1, -0.4, -3.0], [0.4, 0.1, 1.1], [0.5, -1.5, -0.8], [0.4, -0.6, 1.3], [-0.5, 3.1, 0.1], [-1.8, -0.6, -0.4], [-0.4, -1.8, -0.1], [0.0, -0.3, 0.4], [-0.4, -1.1, -0.1], [1.0, -0.7, 0.7], [0.1, 0.6, 0.4], [1.2, 1.4, 0.3], [0.5, 0.9, 0.0]], "relative_energy_kcal_mol": 100.90, "gap_ev": 10.345, "lumo_energy_ev": 0.31, "smiles": "CCS(=O)(=O)OOS"}

---

# 4
{"formula": "C2H6OP2", "method": "wB97M-V/def2-TZVPD", "species": ["C", "C", "O", "P", "P", "H", "H", "H", "H", "H", "H"], "coordinates": [[-0.431, -0.091, -0.236], [0.981, -0.988, 0.530], [0.238, -1.258, -0.639], [-2.046, -0.314, 0.477], [2.560, -0.139, 0.226], [0.031, 0.881, -0.754], [0.726, -1.646, 1.276], [-1.896, -1.707, 0.467], [-2.731, -0.307, -0.784], [2.447, 0.684, 1.325], [1.977, 0.979, -0.634]], "forces_ev_per_angstrom": [[5.0, 0.0, 1.0], [-3.1, 4.0, -3.4], [0.3, -0.7, -1.7], [-1.0, 0.4, -0.1], [-0.2, 0.8, -1.3], [-1.5, -2.1, 1.3], [-0.3, -1.2, 2.1], [-0.1, -0.3, 0.1], [0.0, 0.0, 0.3], [0.2, 0.4, 0.8], [0.8, -1.5, 0.9]], "relative_energy_kcal_mol": 66.50, "gap_ev": 9.224, "lumo_energy_ev": 0.82, "smiles": "P[C@@H]1O[C@H]1P"}

---

# 5
{"formula": "C2H6OS", "method": "wB97M-V/def2-TZVPD", "species": ["C", "S", "H", "H", "H", "H", "O", "C", "H", "H"], "coordinates": [[0.095, 0.171, -1.568], [-1.632, 0.089, -0.995], [0.692, 0.810, -0.928], [0.086, 0.466, -2.610], [0.539, -0.822, -1.480], [-1.599, 1.134, -0.160], [1.163, 0.239, 1.280], [0.457, -0.459, 1.952], [-0.621, -0.250, 2.062], [0.820, -1.377, 2.447]], "forces_ev_per_angstrom": [[-0.1, -0.4, 0.1], [0.0, 0.0, 0.2], [-0.1, 0.3, -0.2], [0.2, 0.2, 0.0], [-0.1, 0.0, -0.1], [0.0, 0.0, -0.1], [0.2, 0.0, 0.2], [-0.3, -0.2, -0.2], [0.0, 0.1, 0.1], [0.1, 0.1, 0.0]], "relative_energy_kcal_mol": 12.75, "gap_ev": 9.799, "lumo_energy_ev": 0.78, "smiles": "C=O.CS"}

---

# 6
{"formula": "C2H6OS", "method": "wB97M-V/def2-TZVPD", "species": ["C", "S", "H", "H", "H", "H", "O", "C", "H", "H"], "coordinates": [[2.174, -1.013, -0.884], [1.183, -0.153, 0.323], [2.284, -0.460, -1.823], [3.145, -1.178, -0.117], [1.644, -2.014, -1.133], [-0.192, 0.062, 0.366], [-2.862, 2.224, 0.190], [-2.598, 1.258, 0.870], [-2.266, 0.144, 0.252], [-2.513, 1.129, 1.956]], "forces_ev_per_angstrom": [[-0.2, -2.6, 0.6], [-0.2, 1.8, 2.9], [0.6, -0.1, 0.5], [-2.5, 0.4, -2.8], [1.4, 1.4, 0.4], [0.9, -1.0, -1.6], [0.3, -1.4, 1.8], [1.0, -2.0, -3.6], [-1.0, 2.7, 1.6], [-0.3, 0.7, 0.2]], "relative_energy_kcal_mol": 57.02, "gap_ev": 9.348, "lumo_energy_ev": 0.32, "smiles": "C=O.CS"}

---

# 7
{"formula": "C2H6OS2", "method": "wB97M-V/def2-TZVPD", "species": ["C", "C", "O", "S", "S", "H", "H", "H", "H", "H", "H"], "coordinates": [[1.782, -0.373, -0.075], [1.155, 0.887, 0.244], [-2.709, -0.082, -0.977], [-2.634, -1.504, 0.141], [-1.883, 1.277, -0.700], [2.450, -0.572, 0.751], [1.123, -1.253, 0.074], [2.270, -0.328, -1.038], [1.181, 1.707, -0.425], [0.946, 1.206, 1.215], [-3.679, -0.963, 0.790]], "forces_ev_per_angstrom": [[-0.3, -0.9, 0.8], [-0.7, 0.8, -0.9], [0.4, -1.5, 0.1], [-0.4, 2.0, -0.8], [0.2, -0.1, 0.6], [1.0, -0.1, 0.0], [-0.1, 0.4, -0.7], [0.1, -0.5, -0.1], [0.1, 0.5, -0.8], [-0.5, 0.0, 1.6], [0.1, -0.4, 0.3]], "relative_energy_kcal_mol": 100.29, "gap_ev": [8.487, 6.370], "lumo_energy_ev": [-0.49, -1.38]}

---

# 8
{"formula": "C2H6OS2", "method": "wB97M-V/def2-TZVPD", "species": ["S", "S", "H", "H", "C", "C", "O", "H", "H", "H", "H"], "coordinates": [[4.293, 1.380, -0.563], [4.822, -0.670, -0.357], [3.505, 1.857, 0.464], [4.162, -1.306, -1.376], [-5.626, -1.282, 1.055], [-6.651, -0.479, 1.064], [-6.832, 0.231, -0.085], [-5.277, -2.016, 1.840], [-5.009, -1.672, 0.160], [-7.279, -0.339, 1.844], [-7.623, 0.830, -0.242]], "forces_ev_per_angstrom": [[0.3, -0.1, -0.4], [-0.4, 0.6, 0.2], [0.2, -1.3, -0.3], [-0.1, 0.8, 0.4], [3.1, -4.3, -0.2], [1.3, 0.4, -2.8], [-1.4, 1.5, -1.4], [-1.2, 1.5, -0.1], [-1.3, 1.8, 0.9], [-1.9, 0.6, 2.4], [1.3, -1.5, 1.2]], "relative_energy_kcal_mol": 38.48, "gap_ev": 8.993, "lumo_energy_ev": -0.05, "smiles": "C=CO.SS"}

---

Results for E_tot: -1101.76360, -1177.04303, -1176.97270, -837.58774, -553.18311, -553.11255, -951.23223, -951.33073 (in Eh, following the order of the records).